ORCA calculation (ωB97M-V with the def2-TZVPD basis set) on C16H40ClLiN2O2 as an isolated structure in a non-equilibrium geometry.

Positions of all 62 atoms, in Å:
Li -14.11 13.34 -6.95
Cl -12.00 13.56 -6.11
C -11.61 13.88 -2.56
C -13.11 13.91 -2.60
N -13.85 13.52 -1.32
C -15.25 13.09 -1.73
C -13.19 12.38 -0.60
C -13.43 10.97 -1.16
C -13.94 14.67 -0.35
C -15.13 14.68 0.60
O -15.27 13.49 1.33
C -16.42 13.51 2.17
H -11.08 12.92 -2.56
H -11.22 14.36 -1.66
H -11.16 14.35 -3.44
H -13.63 13.38 -3.39
H -13.30 14.95 -2.88
H -15.79 12.77 -0.85
H -15.11 12.30 -2.45
H -15.76 13.96 -2.13
H -13.58 12.33 0.42
H -12.11 12.55 -0.55
H -13.27 10.85 -2.23
H -14.49 10.75 -1.01
H -12.82 10.28 -0.58
H -14.14 15.55 -0.96
H -12.95 14.71 0.10
H -15.98 14.95 -0.02
H -15.00 15.50 1.31
H -16.47 12.56 2.68
H -17.31 13.71 1.57
H -16.37 14.26 2.96
C -10.87 8.77 -4.69
C -11.03 9.40 -6.08
N -11.80 8.58 -7.12
C -13.27 8.56 -6.79
C -11.60 9.32 -8.44
C -11.59 10.83 -8.42
C -11.30 7.15 -7.17
C -11.56 6.38 -8.46
O -12.94 6.37 -8.76
C -13.32 5.42 -9.75
H -11.71 8.74 -4.01
H -9.99 9.24 -4.25
H -10.59 7.71 -4.79
H -10.05 9.62 -6.49
H -11.66 10.28 -5.97
H -13.80 7.89 -7.45
H -13.57 9.60 -6.94
H -13.34 8.34 -5.73
H -12.38 8.90 -9.08
H -10.67 8.92 -8.86
H -10.65 11.29 -8.11
H -12.39 11.27 -7.81
H -11.75 11.21 -9.43
H -11.79 6.67 -6.32
H -10.24 7.17 -6.91
H -11.18 5.37 -8.27
H -11.04 6.84 -9.31
H -12.91 4.41 -9.64
H -13.25 5.68 -10.80
H -14.36 5.25 -9.46

## Properties
gap between HOMO and LUMO: 8.7 eV
total charge: +2
molar mass: 334.9 g/mol
E_HOMO: -14.56 eV
relative energy (zero: lowest compared OMol25 entry of this formula, charge and spin): 0.0 kcal per mole
LUMO: -5.83 eV